Entry 1:
Entry from the OMol25 dataset: a single C21H27N3O2S molecule (ωB97M-V/def2-TZVPD).

Each line ends with the natural charge from an NBO analysis.
Atoms and positions in Å:
1 C -4.638477 -3.298978 -0.870127  -0.6316
2 C -3.284071 -2.701109 -0.714029  0.1433
3 C -2.990021 -1.374145 -0.667242  -0.4486
4 S -1.297895 -1.120041 -0.484129  0.3699
5 C -1.101916 -2.865497 -0.481467  0.0905
6 C 0.249573 -3.476239 -0.351374  -0.2855
7 N 1.088630 -2.703842 0.542233  -0.4442
8 C 0.688806 -2.677970 1.931732  -0.4163
9 C 2.167518 -2.064985 0.012124  0.6984
10 O 2.497943 -2.250293 -1.141480  -0.6276
11 C 2.881347 -1.089449 0.941391  -0.3102
12 C 4.331808 -0.820717 0.538974  -0.3885
13 C 4.424172 -0.132761 -0.816233  -0.5092
14 C 3.386219 0.929498 -1.104201  0.6966
15 O 3.517918 1.686783 -2.047862  -0.6358
16 N 2.273669 0.951193 -0.327367  -0.4527
17 C 1.191722 1.844844 -0.684703  -0.2303
18 C 1.105281 3.073654 0.220790  -0.3968
19 C -0.043624 3.992638 -0.208159  -0.4388
20 C -1.377141 3.312949 -0.071748  0.0776
21 C -2.090275 2.899905 -1.189334  -0.2373
22 C -3.317932 2.275232 -1.054342  -0.2149
23 C -3.846293 2.045810 0.204529  -0.2389
24 C -3.138127 2.441836 1.326599  -0.1912
25 C -1.915712 3.072861 1.187238  -0.2542
26 C 2.136831 0.251392 0.926701  -0.1979
27 N -2.199140 -3.516470 -0.597932  -0.4529
28 H -4.671949 -3.902115 -1.775582  0.2271
29 H -4.854158 -3.951968 -0.026510  0.2251
30 H -5.393411 -2.520201 -0.927553  0.2150
31 H -3.651145 -0.534676 -0.724203  0.2416
32 H 0.752148 -3.481253 -1.326253  0.2737
33 H 0.144860 -4.509430 -0.005142  0.2206
34 H -0.202670 -3.292189 2.041449  0.2244
35 H 1.469708 -3.094894 2.572792  0.2021
36 H 0.448232 -1.670629 2.275887  0.2022
37 H 2.866995 -1.483464 1.960356  0.2255
38 H 4.889266 -1.758819 0.506884  0.2206
39 H 4.782097 -0.188458 1.309160  0.2039
40 H 4.283983 -0.873546 -1.607551  0.2688
41 H 5.409749 0.313350 -0.958862  0.2324
42 H 0.249708 1.286793 -0.646889  0.1999
43 H 1.377731 2.162170 -1.712772  0.2445
44 H 0.948799 2.761075 1.255710  0.1908
45 H 2.048578 3.619986 0.165775  0.2165
46 H -0.028708 4.888464 0.417674  0.2177
47 H 0.112501 4.298319 -1.243709  0.2120
48 H -1.683518 3.074539 -2.174891  0.2132
49 H -3.863979 1.970878 -1.936219  0.2149
50 H -4.809588 1.567629 0.314622  0.2128
51 H -3.545135 2.265463 2.311956  0.2120
52 H -1.375288 3.393651 2.067012  0.2086
53 H 2.528731 0.871089 1.747778  0.1911
54 H 1.065644 0.102134 1.098523  0.2102

Atoms 1-3, force components in eV/Å:
C 0.08 0.01 0.01
C -0.22 0.76 -0.05
C 0.19 -0.10 -0.01

Summary:
Energy above the lowest of the compared OMol25 structures with the same formula, charge and spin = 54.2 kJ/mol
2S+1 = 1
Largest force on an atom = 0.9 eV/A
Kohn-Sham gap = 0.34349 Ha
LUMO = 0.0192 hartree

Entry 2:
Entry from the OMol25 dataset: a single C21H27N3O3S molecule at a distorted geometry (ωB97M-V/def2-TZVPD).

Each line ends with the natural charge from an NBO analysis.
Atoms and positions in Å:
1 C -6.273269 2.779835 -0.349378  -0.2514
2 O -6.886852 1.556297 -0.034486  -0.4908
3 C -6.159913 0.404926 -0.133968  0.3208
4 C -6.847196 -0.769161 0.167045  -0.2981
5 C -6.184741 -1.976532 0.086406  -0.1651
6 C -4.855782 -2.036372 -0.284615  -0.2901
7 C -4.145453 -0.868329 -0.572940  0.1911
8 N -2.822658 -0.958622 -0.995890  -0.4361
9 C -1.900599 -1.821771 -0.287064  -0.2231
10 C -1.179033 -1.018801 0.811015  -0.2316
11 N -0.470513 0.117223 0.259926  -0.4251
12 C 0.842285 0.018938 -0.145929  0.1980
13 C 1.546449 -1.196356 -0.131579  -0.2489
14 C 2.879980 -1.250859 -0.482894  -0.1679
15 C 3.549259 -0.101834 -0.856981  -0.4001
16 S 5.278141 -0.179703 -1.306618  2.3268
17 O 5.564291 -1.509049 -1.761635  -0.9430
18 O 5.569343 0.930733 -2.165799  -0.9430
19 N 6.185260 0.048587 0.081239  -0.6494
20 C 6.034810 1.330913 0.730107  -0.2388
21 C 5.008902 1.123666 1.860599  -0.4316
22 C 5.009829 -0.394852 2.113151  -0.4314
23 C 6.033685 -0.956583 1.108181  -0.2389
24 C 2.879736 1.108190 -0.885994  -0.1663
25 C 1.550027 1.171258 -0.531143  -0.2636
26 C -1.399601 0.990797 -0.430533  -0.2260
27 C -2.126739 0.189565 -1.528086  -0.2287
28 C -4.820030 0.354143 -0.491974  -0.3446
29 H -5.914232 2.798459 -1.384086  0.1746
30 H -5.441833 3.003105 0.328420  0.1722
31 H -7.046056 3.537110 -0.225906  0.2021
32 H -7.884732 -0.707644 0.450095  0.2239
33 H -6.715489 -2.891218 0.304566  0.2142
34 H -4.378110 -2.998832 -0.376560  0.2087
35 H -1.168614 -2.208629 -1.004585  0.1981
36 H -2.430034 -2.658567 0.162926  0.2178
37 H -1.935465 -0.625267 1.500874  0.2063
38 H -0.498964 -1.647505 1.383420  0.2133
39 H 1.051372 -2.116455 0.132818  0.2093
40 H 3.408180 -2.191246 -0.500851  0.2384
41 H 5.734989 2.066599 -0.013352  0.2309
42 H 7.007086 1.621455 1.139968  0.2014
43 H 5.293774 1.683333 2.749716  0.2145
44 H 4.020520 1.459817 1.548835  0.2158
45 H 5.297436 -0.636388 3.134865  0.2144
46 H 4.021235 -0.814455 1.929609  0.2151
47 H 5.731678 -1.891691 0.640963  0.2309
48 H 7.006092 -1.101937 1.588818  0.2015
49 H 3.412198 1.991726 -1.200857  0.2399
50 H 1.059943 2.131925 -0.535388  0.2147
51 H -2.121487 1.365817 0.302500  0.1999
52 H -0.883221 1.835933 -0.879044  0.2130
53 H -1.370766 -0.183526 -2.230680  0.2042
54 H -2.818515 0.820263 -2.084986  0.2148
55 H -4.296630 1.271580 -0.702269  0.2073

Atoms 1-3, force components in eV/Å:
C 0.12 0.21 -0.06
O -0.02 -0.41 0.05
C -0.22 -0.20 0.08

Summary:
Energy above the lowest of the compared OMol25 structures with the same formula, charge and spin = 316.9 kJ/mol
2S+1 = 1
Largest force on an atom = 1.2 eV/A
Kohn-Sham gap = 0.29858 Ha
LUMO = 0.0193 hartree

Entry 3:
Entry from the OMol25 dataset: 2 unconnected molecules or ions with the total composition C21H27N4 at a distorted geometry (ωB97M-V/def2-TZVPD).

Each line ends with the natural charge from an NBO analysis.
Atoms and positions in Å:
1 C -1.734018 5.995027 -0.952067  -0.4021
2 N -0.482064 5.260723 -1.009122  -0.4652
3 C 0.695454 6.078175 -0.777309  -0.3934
4 C -0.434202 3.880108 -0.831429  0.2719
5 C 0.265922 3.072951 -1.779776  -0.1864
6 C 0.286183 1.705721 -1.642425  -0.1292
7 C -0.319474 1.029294 -0.541134  -0.2085
8 C -0.305652 -0.386135 -0.542526  0.1346
9 C -0.422021 -1.266352 0.558943  -0.1173
10 C -0.436877 -2.672879 0.298660  -0.1060
11 C -0.695370 -3.576740 1.309413  -0.2414
12 C -0.987180 -3.137220 2.631069  0.2960
13 N -1.318570 -4.080364 3.619759  -0.5158
14 C -0.323510 -4.522834 4.578240  -0.3902
15 C -2.692983 -4.326630 4.023430  -0.3910
16 C -0.886637 -1.745529 2.903121  -0.2506
17 C -0.530022 -0.841765 1.916029  -0.1221
18 C -1.006168 1.846533 0.416937  -0.1053
19 C -1.051436 3.220807 0.265309  -0.2720
20 H -2.492372 5.504335 -1.575701  0.2114
21 H -2.112511 6.096738 0.077158  0.1822
22 H -1.555660 7.001201 -1.348241  0.2174
23 H 1.580881 5.578161 -1.185207  0.2090
24 H 0.559010 7.049100 -1.270228  0.2118
25 H 0.851406 6.258538 0.301783  0.1853
26 H 0.733886 3.547018 -2.645025  0.2281
27 H 0.767877 1.086940 -2.397958  0.2457
28 H -0.317067 -0.858655 -1.530154  0.2700
29 H -0.255378 -3.023357 -0.719374  0.2333
30 H -0.688685 -4.648719 1.112089  0.2436
31 H 0.631745 -4.685560 4.064680  0.2040
32 H -0.174411 -3.782474 5.380624  0.1756
33 H -0.661765 -5.465831 5.023413  0.2127
34 H -3.337724 -4.402639 3.139867  0.2057
35 H -2.724693 -5.274434 4.570938  0.2129
36 H -3.076234 -3.540998 4.694684  0.1760
37 H -1.092995 -1.383652 3.911841  0.2368
38 H -0.353575 0.211162 2.167232  0.2283
39 H -1.559178 1.363068 1.234262  0.2242
40 H -1.559346 3.816011 1.024983  0.2346
41 C 1.368626 -0.994069 -4.734534  -0.6625
42 C 2.066866 -1.198393 -3.461924  0.3713
43 N 1.584029 -1.005131 -2.250252  -0.5436
44 C 2.574606 -1.336025 -1.350999  -0.1079
45 C 3.688506 -1.741760 -2.042751  -0.0873
46 N 3.354623 -1.640715 -3.387604  -0.5144
47 H 0.350047 -0.663564 -4.509500  0.2394
48 H 1.874898 -0.222846 -5.324177  0.2364
49 H 1.330247 -1.934939 -5.292061  0.2392
50 H 2.441702 -1.274362 -0.282319  0.2137
51 H 4.635059 -2.077112 -1.665759  0.2321
52 H 3.946206 -1.889925 -4.174907  0.4291

Atoms 1-3, force components in eV/Å:
C -0.28 -0.31 0.51
N -0.18 0.15 -0.54
C 0.32 -0.23 0.02

Summary:
Energy above the lowest of the compared OMol25 structures with the same formula, charge and spin = 178.8 kJ/mol
Net charge = +1
2S+1 = 1
Largest force on an atom = 1.4 eV/A
Kohn-Sham gap = 0.21903 Ha
LUMO = -0.1781 hartree

Which formula does entry 1 have? C21H27N3O2S

Number 1 is which compound? C21H27N3O2S

Among the records above, which one has the lowest Kohn-Sham gap? C21H27N4